# 1
The following is a DFT calculation (ωB97M-V/def2-TZVPD) of the molecule C7H8O.

- Frontier orbital gap: 9.8 eV
- Energy: -346.62528 hartree
- LUMO level: 0.863 eV
- 2S+1: 1
- SMILES string: O=CCC1C=CC=C1
- M: 108.1 g mol⁻¹
- ΔE to the lowest compared entry with this formula, charge and spin: 4.088 eV

Positions of all 16 atoms, in Å:
1 C -1.178 -1.573 -0.414
2 C 0.965 -0.152 -0.466
3 C 0.862 -0.052 1.145
4 C 0.444 1.125 1.594
5 C 0.111 1.804 0.242
6 C 0.500 1.262 -0.925
7 C 0.137 -1.258 -1.092
8 H 0.617 -2.339 -1.151
9 H -1.783 -2.469 -0.623
10 H 2.102 -0.472 -0.467
11 H 1.478 -0.709 1.797
12 H 0.561 1.595 2.625
13 H -0.280 2.968 0.373
14 H 0.165 1.397 -1.946
15 H 0.037 -0.943 -2.258
16 O -1.743 -0.745 0.143

***

# 2
The following is a DFT calculation (ωB97M-V/def2-TZVPD) of the molecule C7H8O2.

- Frontier orbital gap: 9.6 eV
- Energy: -421.75770 hartree
- LUMO level: -0.217 eV
- 2S+1: 1
- SMILES string: CC1=CC(=O)C[C@@H]2O[C@@H]12
- M: 124.1 g mol⁻¹
- ΔE to the lowest compared entry with this formula, charge and spin: 6.948 eV

Positions of all 17 atoms, in Å:
1 C -2.457 -1.074 -0.642
2 C -1.074 -0.580 -0.240
3 C -0.887 0.687 -0.447
4 C 0.428 1.494 -0.375
5 C 1.515 0.764 0.536
6 C 0.768 -0.426 1.098
7 C 0.226 -1.253 0.159
8 H -2.956 -0.226 -1.483
9 H -2.526 -2.095 -1.249
10 H -3.483 -1.202 0.201
11 H -1.717 1.000 -0.973
12 H 1.706 1.442 1.516
13 H 2.561 0.718 -0.095
14 H 0.040 0.093 1.828
15 H 0.906 -1.573 -0.787
16 O 0.861 2.344 -1.184
17 O 0.933 -1.823 1.249

***

# 3
The following is a DFT calculation (ωB97M-V/def2-TZVPD) of C7H8O2 as an isolated structure.

- Frontier orbital gap: 9.9 eV
- Energy: -421.75018 hartree
- LUMO level: 0.852 eV
- 2S+1: 1
- M: 124.1 g mol⁻¹
- ΔE to the lowest compared entry with this formula, charge and spin: 7.153 eV

Positions of all 17 atoms, in Å:
1 C -0.223 0.706 -0.690
2 C -1.446 0.008 -0.678
3 C 0.256 -0.654 0.061
4 C 1.716 -1.056 0.060
5 C 2.420 0.162 0.216
6 C -0.671 -0.322 1.356
7 C -1.787 -0.076 0.757
8 H -0.273 2.162 0.737
9 H 0.150 0.757 -1.790
10 H -2.210 -0.013 -1.385
11 H 2.272 -2.202 -0.278
12 H 1.788 1.194 0.649
13 H 3.571 0.013 0.056
14 H -0.631 -0.498 2.406
15 H -2.607 -0.060 1.328
16 O 0.258 1.998 -0.164
17 O -0.714 -1.243 -0.863